Density functional theory data (ωB97M-V/def2-TZVPD) for a 3-piece molecular cluster, H7O3 overall at a distorted geometry.

```
10
H7O3 (ωB97M-V/def2-TZVPD)
O -1.50052 1.14160 1.30729
O 0.86272 0.48148 0.42033
O 0.82884 -1.50597 -1.81273
H 0.89242 0.10570 -0.50904
H -0.14061 0.71390 0.52736
H 1.17660 -2.44228 -1.88988
H -0.16238 -1.55405 -1.93118
H 1.52851 -0.12345 0.81527
H -1.34613 1.46727 2.22268
H -2.13945 1.71582 0.84990
```

Values from the calculation:
Orbital gap (alpha / beta) (eV): 12.20 / 3.17
Electronic energy (eV): -6231.205
Net charge: +2
2S+1: 2

***

Density functional theory data (ωB97M-V/def2-TZVPD) for C32H23F5N2OS2Ti as an isolated structure at a distorted geometry.

```
66
C32H23F5N2OS2Ti (ωB97M-V/def2-TZVPD)
Ti -1.16083 -1.29436 -0.18799
S -2.65052 -0.38654 1.49149
S 0.51959 1.29286 0.74810
F -2.77137 -2.60365 -0.40647
F -4.99369 -0.79843 3.32870
F -4.61774 -4.58852 -0.53786
F -6.83066 -2.76841 3.19171
F -6.67715 -4.66078 1.26810
O 0.16537 -0.17502 0.41127
N 0.14566 -2.49150 -0.82396
N 0.71044 -2.19146 -1.95835
C -0.60160 3.75027 0.18458
C 3.84770 2.18131 0.82067
C -3.81273 -2.64809 0.51246
C -0.24995 6.50201 0.47759
C 0.86776 -3.12833 0.19082
C -5.84349 -2.72638 2.31277
C -0.94188 5.99830 -0.61372
C 2.24509 -3.33326 0.13785
C -4.73176 -3.66938 0.41015
C -0.41711 -0.11183 -4.73903
C 0.25600 5.63255 1.43029
C 0.80933 -4.02519 2.42699
C 2.88948 -3.88762 1.22823
C 2.17855 -4.23798 2.36901
C -4.89789 -1.71805 2.37951
C 0.34071 -0.99992 -4.00583
C 4.97592 -0.27427 0.19604
C 3.15533 1.28722 0.00794
C 5.66498 0.62200 0.99880
C 3.72267 0.05516 -0.29692
C -1.94898 0.17435 -2.89212
C 0.14949 -3.46639 1.34638
C 1.79785 1.64440 -0.51535
C -5.76795 -3.70383 1.32670
C -1.21227 -0.71761 -2.11897
C 0.07686 4.26395 1.29054
C -0.81693 2.26480 -0.01118
C -1.56404 0.46763 -4.19489
C -3.84675 -1.64617 1.46413
C -0.05686 -1.32030 -2.70045
C 5.09844 1.85027 1.31372
C -1.11198 4.63112 -0.76277
H -1.64888 4.24437 -1.62147
H 6.64733 0.37054 1.37571
H 3.95911 -4.04503 1.18463
H 2.69000 -4.68932 3.20810
H 5.42036 -1.22872 -0.05488
H -2.16212 1.14746 -4.78746
H 2.77965 -3.06530 -0.76229
H 0.78335 6.01816 2.29305
H -0.82221 1.99547 -1.06805
H 1.22695 -1.47186 -4.41064
H -0.10782 7.56837 0.58888
H 0.25188 -4.30509 3.31035
H 3.40336 3.14224 1.05973
H -1.75059 1.92987 0.44386
H 1.71422 2.70183 -0.76586
H 1.50009 1.01963 -1.35960
H -0.93338 -3.34326 1.38015
H -1.35236 6.67169 -1.35437
H 5.63593 2.55267 1.93662
H 0.44581 3.60249 2.06509
H -0.11807 0.13285 -5.74978
H -2.83558 0.64506 -2.48117
H 3.17992 -0.63903 -0.92930
```

Values from the calculation:
Orbital gap (alpha / beta) (eV): 6.61 / 7.01
Electronic energy (eV): -96950.678
Net charge: +1
2S+1: 2

***

Density functional theory data (ωB97M-V/def2-TZVPD) for a 13-piece molecular cluster, C46H56BN13O7S overall at a distorted geometry.

```
124
C46H56BN13O7S (ωB97M-V/def2-TZVPD)
S -3.81625 -0.30496 -0.53782
O 2.76855 2.76725 -4.27344
O -4.11113 -0.38721 -1.99799
O -4.30965 -1.52376 0.14372
O 2.09530 3.79068 1.26860
O 4.44828 2.18092 -0.19922
O 1.14019 0.51817 -3.37622
O 3.12809 0.36059 1.46603
N -7.79933 0.73919 -0.71932
N 0.88388 -4.47307 3.89175
N 0.17925 -3.12331 -1.79062
N -13.25603 -0.52473 -7.28505
N 6.68570 -4.21691 0.44773
N 7.06937 -0.15048 -2.53020
N 1.50670 6.51011 -0.51028
N 12.66067 -1.08878 -1.37886
N 7.17102 0.14033 7.20183
N -5.91566 4.27471 2.30761
N 1.59523 -0.49112 5.66443
N -9.18494 -2.67364 -4.24974
N -1.07957 -7.53145 4.25957
C 2.31595 7.23388 -0.11320
C 2.79691 1.64652 -1.91718
C -3.06006 -0.81841 3.34223
C -7.90566 -0.09366 -3.22527
C -7.84633 0.37449 -1.81523
C -13.17006 1.92517 -6.29456
C -2.39035 -0.47731 2.37164
C -0.26033 -7.83697 5.01270
C 6.25411 -0.49877 6.90986
C 3.25355 1.57676 -0.59812
C 10.12328 -0.45606 -0.98843
C 0.79764 -8.22784 5.98305
C -0.57317 -2.94242 -2.64881
C -10.89198 -2.24620 -6.22473
C -8.12170 4.21981 0.83619
C -1.54335 -2.70543 -3.75226
C 4.29525 3.59459 0.03089
C 5.10413 2.85211 -3.13940
C -1.32489 -4.54361 2.44146
C -13.21813 0.54574 -6.85253
C -9.93083 -2.48654 -5.11285
C 4.15151 3.30071 2.67018
C -6.88005 4.24709 1.66147
C -1.50221 -0.11310 1.17855
C 6.56694 -5.06261 -2.05472
C 1.71789 -1.44405 4.63455
C 5.82920 -1.05264 -0.37640
C -0.03050 0.12953 1.40223
C 5.07220 -1.32218 6.53316
C 0.36904 1.00462 3.94492
C -4.75187 1.17765 0.07581
C -1.06292 0.34025 -1.36496
C 6.52634 -0.54403 -1.58824
C 1.23692 -1.31745 3.19511
C 11.55235 -0.81223 -1.20811
C 3.54060 3.97104 1.36839
C 0.51082 -0.02445 2.85530
C -2.01844 -0.00440 -0.24446
C 0.93454 0.48219 0.31843
C 2.46436 0.75865 0.52117
C 3.35797 8.16603 0.39832
C 0.92324 0.65972 5.28860
C 1.43375 0.90473 -2.25026
C 0.38354 0.57868 -1.10229
C 6.63364 -4.58667 -0.64595
C -0.08212 -4.50601 3.25830
B 3.55545 2.40905 -3.11727
H 4.44436 2.22307 2.52486
H 1.79531 4.64028 0.88410
H 1.72584 -8.44130 5.45276
H -8.08436 3.38512 0.13456
H 5.08025 -2.25643 7.09536
H 4.14996 -0.78263 6.75344
H 3.49144 8.02001 1.47057
H -8.99187 4.10213 1.48234
H 0.48729 -9.11783 6.53110
H -2.19166 -4.65910 3.09215
H -1.57851 -1.64249 -3.99231
H -1.48898 0.38032 -2.40868
H 1.36138 -2.06411 2.36898
H 5.30183 3.82221 -2.56886
H 7.56472 -5.33077 -2.40267
H 6.10982 -2.09120 -0.19551
H -5.86762 1.01082 -0.06271
H -2.53747 -3.03486 -3.44856
H -1.28612 -5.38332 1.74760
H -12.25134 2.42050 -6.60971
H -8.29408 0.70154 -3.86315
H 5.10578 -1.54774 5.46686
H 5.91960 -5.93741 -2.11969
H -1.42474 -3.61635 1.87503
H -1.23847 -3.26126 -4.63931
H -11.88920 -2.57190 -5.93045
H -8.21698 5.15129 0.27746
H 6.16656 -4.27463 -2.69343
H -4.38739 2.04947 -0.54087
H 9.52845 -1.36243 -0.87419
H 10.02644 0.14921 -0.08654
H 3.32550 3.31156 3.45605
H 5.43858 3.04587 -4.20147
H -10.92229 -1.18505 -6.46590
H -3.98033 -1.03089 3.95043
H 4.30499 7.97679 -0.10788
H 6.10625 -0.45305 0.49117
H -0.13469 1.98976 3.74028
H 5.78456 2.06715 -2.67235
H 3.05525 9.19697 0.21412
H 0.96981 -7.41581 6.68975
H 4.99327 3.95315 3.06059
H 3.78454 4.14381 -0.83202
H 4.74939 -0.99520 -0.51723
H 0.78052 1.44313 6.09867
H -8.56059 -0.96578 -3.30230
H -6.90650 -0.36793 -3.56600
H -13.19798 1.88541 -5.20539
H 3.68024 5.10110 1.50153
H -4.47734 1.30447 1.16694
H 9.74651 0.11099 -1.83969
H -10.58231 -2.80323 -7.10923
H 2.25144 -2.41034 4.89889
H 5.34883 4.03092 0.06562
H -14.02497 2.49929 -6.65213
H 2.94119 2.11818 -4.98278
```

Values from the calculation:
Orbital gap (eV): 7.39
Electronic energy (eV): -93814.604
Net charge: 0
2S+1: 1

***

Question: Which formula does entry 2 have?
Answer: C32H23F5N2OS2Ti